--- P ---
The following is a quantum chemistry calculation of an isolated ion of composition C5H7N2O and charge +1, from the Open Molecules 2025 dataset.

Last columns: bonded neighbours and bond lengths (Å).
Cartesian coordinates (Å):
1 C -2.861 -1.051 -0.109  C2 1.439, N6 1.300, H9 1.074
2 C -1.599 -0.361 -0.158  C1 1.439, C3 1.406, C4 1.513
3 C -2.012 0.960 0.090  C2 1.406, O8 1.293
4 C -0.123 -0.693 -0.159  C2 1.513, N7 1.417, H10 1.161, H11 1.180
5 C 0.758 1.652 -0.276  N7 1.468, H12 1.114, H13 1.129
6 N -3.819 -0.192 0.074  C1 1.300, O8 1.342
7 N 0.635 0.360 0.410  C4 1.417, C5 1.468, H14 1.105, H15 1.075
8 O -3.301 1.044 0.149  C3 1.293, N6 1.342
9 H -3.067 -2.042 -0.467  C1 1.074
10 H 0.074 -1.710 0.366  C4 1.161
11 H 0.395 -0.969 -1.182  C4 1.180
12 H 0.910 1.669 -1.379  C5 1.114
13 H 0.985 2.536 0.389  C5 1.129
14 H 0.272 0.541 1.438  N7 1.105
15 H 1.599 -0.054 0.649  N7 1.075

HOMO level (alpha / beta) (eV): -14.2 / -13.9
Total charge: +1
Frontier orbital gap (alpha / beta) (eV): 8.7 / 7.8

Atom charges from the Löwdin analysis, given in e for atoms 1 to 5: -0.06 -0.17 0.07 -0.17 0.14

--- Q ---
The following is a quantum chemistry calculation of an isolated ion of composition C5H7N2O and charge +1, from the Open Molecules 2025 dataset.

Last columns: bonded neighbours and bond lengths (Å).
Cartesian coordinates (Å):
1 C -0.925 2.787 -0.255  C2 1.226, H12 1.067
2 C -0.492 2.976 0.877  C1 1.226, N7 1.354
3 C 0.442 1.007 1.144  N6 1.271, N7 1.331, H9 1.217
4 C -0.366 -2.416 -0.170  O8 1.278, H10 1.121, H11 1.143
5 C 0.571 -0.316 -0.853  N6 1.424, O8 1.435, H13 1.067, H14 1.017
6 N 0.197 0.826 -0.091  C3 1.271, C5 1.424
7 N 0.161 2.163 1.740  C2 1.354, C3 1.331, H15 1.001
8 O 0.586 -1.564 -0.144  C4 1.278, C5 1.435
9 H 0.988 0.139 1.800  C3 1.217
10 H -0.078 -3.446 0.165  C4 1.121
11 H -1.424 -2.139 -0.501  C4 1.143
12 H -1.187 3.188 -1.208  C1 1.067
13 H 1.558 -0.365 -1.255  C5 1.067
14 H 0.014 -0.275 -1.703  C5 1.017
15 H -0.034 2.189 2.721  N7 1.001

HOMO level (eV): -12.7
Total charge: +1
Frontier orbital gap (eV): 5.9

Atom charges from the Löwdin analysis, given in e for atoms 1 to 5: 0.14 -0.16 -0.21 0.26 -0.16

The least stable of the structures above is P, whereas Q is the most stable.